1.
{
  "formula": "C3H10N2O",
  "method": "wB97M-V/def2-TZVPD",
  "elements": ["C", "C", "N", "H", "H", "H", "H", "H", "N", "C", "O", "H", "H", "H", "H", "H"],
  "xyz": [[-0.8493, -1.7647, -1.3529], [-1.5594, -1.0003, -0.5646], [-1.6863, 0.3895, -0.3206], [-1.0630, -2.8112, -1.6575], [-0.0785, -1.3549, -2.0959], [-2.1323, -1.6579, 0.0810], [-2.0985, 0.5575, 0.5750], [-2.0503, 1.0156, -1.0304], [1.1887, 1.2086, -0.1250], [1.8423, 0.4579, 0.7997], [1.4127, 0.6510, 2.1792], [0.2323, 0.8653, -0.2610], [1.5300, 2.1190, -0.2092], [2.9210, 0.6288, 0.9589], [1.6489, -0.6613, 0.8076], [0.7417, 1.3570, 2.2158]],
  "atomic_forces_ev_per_a": [[2.487, 0.473, -4.075], [-1.568, -0.775, 1.315], [0.791, -0.550, -0.259], [0.020, 0.664, 1.352], [-1.142, -0.164, 1.095], [-0.731, 0.551, 0.413], [-0.277, 0.192, 0.159], [0.168, -0.537, -0.044], [-0.552, -1.826, -0.825], [1.135, -2.613, 3.105], [-1.044, 1.045, 1.095], [0.318, 1.258, -0.271], [-0.272, 1.495, -0.419], [-0.210, 0.051, -1.154], [0.385, 1.135, -1.318], [0.492, -0.400, -0.170]],
  "smiles": "C=CN.NCO",
  "de_lowest_kj_mol": 260.4,
  "homo_ev": -9.01
}

2.
{
  "formula": "C5H8N2",
  "method": "wB97M-V/def2-TZVPD",
  "elements": ["C", "C", "C", "C", "N", "H", "H", "H", "H", "H", "C", "N", "H", "H", "H"],
  "xyz": [[0.2580, -1.7551, -0.7792], [-0.6474, -0.9883, -0.1888], [-1.1619, 0.2863, -0.8257], [-0.1351, 1.2582, -1.2212], [0.6535, 2.0343, -1.5604], [0.7482, -1.4287, -1.6939], [0.5348, -2.7253, -0.3848], [-1.1238, -1.2795, 0.7446], [-1.6761, -0.0099, -1.7433], [-1.8876, 0.7884, -0.1811], [1.0307, 0.4165, 1.6661], [0.2053, 1.3699, 1.8024], [1.8496, 0.3930, 0.9373], [0.9209, -0.4742, 2.2904], [0.4310, 2.1146, 1.1377]],
  "atomic_forces_ev_per_a": [[-0.079, 0.048, 0.036], [0.042, -0.227, -0.182], [-0.117, 0.028, -0.100], [0.651, 0.582, -0.303], [-0.723, -0.790, 0.369], [-0.075, -0.109, 0.052], [0.076, 0.132, 0.080], [0.056, -0.019, -0.201], [-0.154, 0.176, 0.021], [0.153, -0.021, -0.056], [-0.129, 0.122, 0.145], [0.366, -0.179, -0.102], [-0.095, 0.122, 0.117], [0.040, 0.143, -0.011], [-0.013, -0.008, 0.135]],
  "smiles": "C=CCC#N.C=N",
  "de_lowest_kj_mol": 202.0,
  "homo_ev": -10.23
}

3.
{
  "formula": "C2H3Cl2OPS",
  "method": "wB97M-V/def2-TZVPD",
  "elements": ["C", "C", "O", "P", "S", "Cl", "Cl", "H", "H", "H"],
  "xyz": [[-0.9741, -2.3066, -0.1080], [-0.7946, -0.9942, 0.1250], [1.4893, 2.3195, 1.4818], [1.0357, 1.9329, 0.1206], [-1.7915, 0.2977, -0.4489], [2.6829, 1.3670, -0.9111], [0.4304, 3.6611, -0.8008], [-0.2301, -3.0198, 0.4434], [-1.8583, -2.5678, -0.6975], [0.0102, -0.6899, 0.7956]],
  "atomic_forces_ev_per_a": [[0.793, -0.736, 1.006], [0.033, 1.145, 0.371], [-0.655, -0.710, -0.230], [0.563, 1.382, 0.891], [0.596, -0.748, 0.179], [0.046, -0.313, -0.505], [-0.141, -0.338, -0.258], [-1.823, 1.022, -1.441], [0.600, -0.594, 0.143], [-0.012, -0.108, -0.155]],
  "de_lowest_kj_mol": 226.4,
  "homo_ev": [-9.88, -9.21]
}

4.
{
  "formula": "C39H34N3P2RbS2Se",
  "method": "wB97M-V/def2-TZVPD",
  "elements": ["Rb", "C", "N", "P", "C", "C", "C", "C", "C", "C", "C", "C", "C", "C", "C", "C", "P", "C", "C", "C", "C", "C", "C", "C", "C", "C", "C", "C", "C", "H", "H", "H", "H", "H", "H", "H", "H", "H", "H", "H", "H", "H", "H", "H", "H", "H", "H", "H", "H", "H", "H", "H", "S", "C", "Se", "C", "N", "N", "S", "C", "C", "C", "C", "C", "C", "C", "C", "C", "C", "C", "C", "H", "H", "H", "H", "H", "H", "H", "H", "H", "H", "H"],
  "xyz": [[10.2587, 12.9220, 11.7249], [13.4395, 17.2800, 12.9140], [12.5032, 16.3206, 12.3231], [13.0582, 14.7892, 11.6372], [13.6677, 15.3052, 10.0409], [12.9780, 14.8252, 8.8923], [13.4277, 15.1624, 7.6160], [14.6080, 15.9346, 7.4670], [15.3040, 16.3769, 8.5991], [14.8520, 16.0293, 9.8692], [14.5226, 14.3085, 12.5489], [15.6835, 13.7691, 11.9280], [16.7839, 13.4738, 12.7119], [16.7375, 13.5818, 14.1167], [15.5984, 14.1172, 14.7308], [14.4882, 14.4624, 13.9488], [10.8983, 16.8464, 11.6385], [9.7684, 16.8596, 13.0320], [8.5656, 16.1331, 12.9382], [7.6903, 16.0632, 14.0246], [7.9659, 16.7850, 15.2106], [9.1548, 17.5389, 15.2789], [10.0421, 17.5999, 14.2050], [11.1554, 18.5485, 11.2350], [12.2012, 18.8553, 10.3348], [12.6067, 20.1666, 10.1685], [11.9009, 21.2192, 10.7868], [10.8136, 20.9111, 11.6319], [10.3851, 19.5985, 11.7855], [14.1006, 16.7832, 13.6242], [12.8864, 18.0515, 13.4607], [14.0862, 17.7979, 12.1789], [12.1244, 14.1520, 9.0402], [12.8587, 14.8598, 6.7397], [14.9856, 16.1572, 6.4652], [16.2524, 16.9446, 8.5123], [15.4468, 16.2849, 10.7534], [15.7004, 13.6228, 10.8543], [17.7042, 13.1326, 12.2407], [17.5613, 13.2407, 14.7389], [15.5348, 14.2379, 15.8150], [13.5855, 14.9168, 14.3797], [8.3191, 15.6232, 11.9973], [6.7968, 15.4462, 13.9831], [7.2793, 16.7696, 16.0455], [9.4041, 18.0520, 16.2080], [10.9309, 18.2327, 14.2474], [12.7108, 18.0386, 9.7926], [13.4903, 20.3905, 9.5704], [12.1813, 22.2696, 10.6169], [10.3018, 21.7056, 12.1781], [9.4915, 19.3931, 12.3495], [5.8794, 13.6940, 11.4272], [7.4086, 13.4518, 11.1604], [10.3233, 7.3818, 11.7549], [10.4119, 9.1095, 11.3538], [10.4507, 10.2661, 11.1292], [10.6211, 13.6313, 14.4360], [11.5379, 13.1673, 15.6032], [12.1644, 14.5821, 16.5159], [12.1706, 15.8701, 15.9620], [12.6758, 16.9545, 16.7027], [13.2693, 16.7162, 17.9458], [13.2554, 15.4307, 18.4988], [12.6750, 14.3770, 17.7986], [10.4674, 12.4416, 16.8211], [10.6816, 11.0929, 17.1068], [9.9113, 10.4815, 18.0918], [8.9147, 11.2212, 18.7392], [8.7511, 12.5933, 18.4819], [9.5436, 13.2239, 17.5321], [9.9266, 14.2652, 14.8330], [11.7286, 16.0015, 14.9724], [12.5945, 17.9827, 16.3265], [13.7033, 17.5613, 18.5048], [13.7098, 15.2990, 19.4896], [12.6093, 13.3778, 18.2364], [11.4633, 10.5814, 16.5342], [10.0606, 9.4163, 18.3485], [8.2741, 10.7422, 19.4686], [8.0166, 13.1629, 19.0507], [9.4647, 14.2991, 17.3626]],
  "atomic_forces_ev_per_a": [[-0.407, -0.104, -0.201], [0.008, 0.251, -0.259], [-0.549, 0.233, -0.178], [-1.872, 0.533, 0.183], [0.755, -0.619, -1.554], [0.453, 0.376, 0.580], [0.631, 0.592, 0.183], [-0.591, -0.249, 0.265], [0.440, -0.076, -0.228], [-0.142, 0.198, 0.062], [1.108, 0.175, 0.602], [-0.838, 0.641, 0.730], [0.244, -0.419, 0.642], [-0.559, 0.387, -0.244], [-0.297, -0.349, -0.314], [0.294, 0.067, -0.519], [1.014, -2.620, -0.393], [-0.481, 0.745, 1.023], [0.399, 0.123, -0.188], [0.076, 0.544, 0.963], [0.889, -0.270, -1.352], [-0.130, -0.070, 0.172], [-0.654, -0.490, -0.136], [0.117, 1.476, -0.224], [-0.087, -0.435, 0.478], [-0.311, 0.870, -0.064], [-0.098, -0.454, 0.477], [0.311, 0.426, -0.806], [1.109, -0.199, -0.236], [-0.033, 0.066, 0.001], [0.090, -0.074, -0.113], [-0.298, -0.165, 0.102], [0.231, 0.463, -0.172], [0.234, -0.102, 0.144], [-0.184, 0.005, 0.354], [-0.743, -0.411, -0.103], [-0.247, 0.069, -0.371], [0.103, 0.080, 0.078], [-0.223, -0.106, 0.075], [0.016, 0.206, -0.241], [0.117, -0.077, -0.306], [0.639, -0.437, -0.089], [0.022, -0.090, 0.512], [0.092, 0.101, -0.316], [0.008, -0.091, 0.031], [-0.108, 0.062, -0.213], [-0.221, -0.246, 0.148], [-0.150, 0.448, 0.518], [-0.336, -0.039, -0.068], [0.005, -0.625, 0.202], [-0.002, -0.141, -0.371], [0.037, -0.137, 0.311], [-0.959, 0.220, 0.193], [0.859, 0.017, -0.144], [0.019, -0.867, 0.156], [0.026, 2.289, -0.321], [0.154, -1.772, 0.151], [0.116, 0.670, -0.253], [0.128, -0.345, -0.400], [0.096, 0.809, 0.788], [-0.299, -0.185, 0.249], [0.041, -0.477, -0.030], [-0.238, 0.313, -0.045], [0.223, 0.324, 0.096], [0.224, -0.126, 0.116], [0.307, 0.227, 1.231], [0.058, 0.420, -0.219], [-0.431, -0.385, 0.157], [0.430, 0.264, -0.233], [0.042, -0.334, 0.014], [0.110, -0.524, -0.092], [-0.331, 0.088, -0.319], [0.145, 0.018, 0.230], [0.139, -0.549, 0.000], [-0.249, -0.554, -0.271], [-0.319, -0.181, -0.466], [0.123, 0.309, -0.034], [-0.379, -0.047, 0.356], [-0.115, 0.757, -0.257], [0.069, -0.010, 0.030], [0.131, -0.135, -0.186], [0.002, -0.275, -0.070]],
  "de_lowest_kj_mol": 0.0,
  "homo_ev": [-1.38, -3.93],
  "s_squared": 0.756,
  "spin_multiplicity": 2,
  "charge": -1
}

5.
{
  "formula": "C3Cl2N2",
  "method": "wB97M-V/def2-TZVPD",
  "elements": ["C", "C", "C", "N", "N", "Cl", "Cl"],
  "xyz": [[0.1313, -0.0849, -0.0992], [-0.2863, 0.3376, -1.4109], [1.3065, 0.7904, 0.2694], [-0.7354, 0.4072, -2.4950], [2.0182, 1.6096, 0.9247], [0.2728, -1.7218, 0.2518], [-1.2074, 0.5232, 0.8326]],
  "atomic_forces_ev_per_a": [[0.797, 3.018, 0.309], [-1.340, -1.255, -4.864], [5.285, 5.892, 6.039], [1.364, 0.237, 2.952], [-5.508, -6.724, -5.686], [0.830, -1.990, -0.278], [-1.428, 0.823, 1.528]],
  "de_lowest_kj_mol": 134.1,
  "homo_ev": -12.01
}

6.
{
  "formula": "C6H12N",
  "method": "wB97M-V/def2-TZVPD",
  "elements": ["C", "C", "C", "C", "C", "C", "N", "H", "H", "H", "H", "H", "H", "H", "H", "H", "H", "H", "H"],
  "xyz": [[0.6889, 0.8976, 0.2472], [1.4664, 1.9583, 0.4236], [-0.3488, -0.0963, 0.4674], [-2.1597, 0.8669, -0.6985], [-0.9650, -1.1032, 1.3340], [1.6799, -1.2725, -0.6704], [0.5970, -0.2377, -0.6914], [2.1307, 2.3217, -0.2166], [1.2283, 2.5748, 1.2171], [-1.9737, 1.9157, -0.7162], [-2.9540, 0.5756, -0.0383], [-2.1633, 0.4600, -1.6260], [-1.5142, -0.5950, 2.0789], [-0.1546, -1.6592, 2.0005], [-1.4549, -1.7688, 0.6437], [1.3211, -2.2634, -0.8077], [2.3238, -1.0779, -1.5577], [2.1066, -1.1861, 0.2670], [0.1456, -0.3107, -1.6564]],
  "atomic_forces_ev_per_a": [[-0.496, -0.477, 0.167], [-3.426, -2.720, 1.057], [-1.673, 3.714, -2.793], [1.953, -0.063, 4.011], [3.646, -1.263, 1.060], [-0.285, 0.991, -2.046], [-0.463, -2.171, -1.939], [2.856, 0.977, -2.850], [-0.311, 1.004, 1.825], [0.391, 0.626, 0.276], [-0.206, -0.195, 0.159], [0.169, -1.647, -2.660], [-1.313, 0.346, 0.438], [-1.432, 0.732, -1.573], [-0.674, -0.486, 0.497], [-0.869, -0.737, -0.003], [-0.019, 0.123, 1.057], [1.531, 0.065, 1.600], [0.621, 1.182, 1.718]],
  "de_lowest_kj_mol": 546.7,
  "homo_ev": [-13.13, -13.13],
  "charge": 1
}